Entry 1:
{"formula": "C26H40AsClNP2PdS4", "method": "ωB97M-V/def2-TZVPD", "symbols": ["Pd", "C", "C", "C", "P", "C", "C", "C", "C", "C", "C", "C", "C", "C", "C", "N", "C", "C", "C", "C", "C", "C", "C", "P", "C", "C", "C", "C", "C", "C", "H", "H", "H", "H", "H", "H", "H", "H", "H", "H", "H", "H", "H", "H", "H", "H", "H", "H", "H", "H", "H", "H", "H", "H", "H", "H", "H", "H", "H", "H", "H", "H", "H", "H", "H", "H", "H", "H", "H", "H", "S", "As", "S", "S", "S", "Cl"], "coordinates": [[-1.183, -0.559, -0.820], [-2.077, 0.365, 3.092], [-0.828, -0.475, 2.829], [-0.424, -1.197, 4.116], [-0.888, -1.563, 1.305], [-1.994, -2.957, 1.794], [-3.453, -2.574, 1.518], [-1.703, -4.321, 1.170], [0.835, -2.098, 1.246], [1.344, -3.075, 2.092], [2.701, -3.352, 2.167], [3.238, -4.449, 3.046], [3.545, -2.553, 1.399], [3.064, -1.585, 0.538], [1.680, -1.367, 0.377], [1.103, -0.457, -0.467], [1.703, 0.155, -1.534], [2.864, -0.233, -2.221], [3.313, 0.490, -3.315], [2.657, 1.622, -3.784], [3.136, 2.370, -5.000], [1.489, 1.995, -3.130], [1.018, 1.288, -2.036], [-0.558, 1.606, -1.201], [-1.372, 3.087, -1.966], [-1.855, 3.054, -3.414], [-0.444, 4.312, -1.794], [-0.194, 2.199, 0.541], [1.264, 2.584, 0.797], [-1.170, 3.239, 1.100], [-1.845, 1.143, 3.824], [-2.874, -0.249, 3.513], [-2.468, 0.841, 2.196], [0.002, 0.192, 2.575], [-1.221, -1.852, 4.473], [-0.248, -0.452, 4.896], [0.488, -1.780, 4.002], [-1.840, -3.039, 2.875], [-3.631, -2.518, 0.442], [-3.738, -1.613, 1.944], [-4.108, -3.343, 1.933], [-2.035, -4.345, 0.136], [-2.255, -5.076, 1.739], [-0.645, -4.578, 1.176], [0.660, -3.644, 2.714], [2.458, -4.843, 3.698], [4.055, -4.093, 3.679], [3.625, -5.283, 2.455], [4.619, -2.692, 1.475], [3.771, -0.976, -0.004], [3.379, -1.140, -1.946], [4.201, 0.144, -3.834], [4.197, 2.190, -5.178], [2.994, 3.446, -4.887], [2.595, 2.062, -5.898], [0.931, 2.839, -3.509], [-2.247, 3.214, -1.326], [-1.093, 2.685, -4.098], [-2.101, 4.083, -3.693], [-2.752, 2.458, -3.538], [0.143, 4.473, -2.697], [0.251, 4.252, -0.963], [-1.065, 5.198, -1.648], [-0.369, 1.283, 1.093], [1.573, 3.482, 0.260], [1.940, 1.776, 0.525], [1.384, 2.783, 1.866], [-1.006, 4.235, 0.692], [-1.020, 3.301, 2.181], [-2.207, 2.958, 0.924], [-4.670, -2.025, -2.219], [-3.941, -0.083, -2.324], [-1.763, -0.077, -3.027], [-3.164, 0.540, -0.275], [-5.089, 1.445, -3.160], [-0.678, -2.872, -1.508]], "forces_ev_per_angstrom": [[0.3, 0.2, 0.3], [0.0, 0.0, 0.0], [0.0, 0.0, 0.0], [0.0, 0.0, 0.0], [0.0, 0.0, 0.0], [-0.1, 0.0, 0.0], [0.0, 0.0, 0.0], [0.0, 0.0, 0.0], [0.0, 0.0, 0.0], [0.0, 0.0, 0.0], [0.0, 0.0, 0.0], [0.0, 0.0, 0.0], [0.0, 0.0, 0.0], [0.0, 0.0, 0.0], [0.0, 0.0, 0.0], [-0.1, -0.1, -0.1], [0.0, 0.1, 0.0], [0.0, 0.0, 0.0], [0.0, 0.0, 0.0], [0.0, 0.0, 0.0], [0.0, 0.0, 0.0], [0.0, 0.0, 0.0], [0.0, 0.0, 0.0], [-0.1, 0.0, -0.1], [0.0, 0.0, 0.0], [0.0, 0.0, 0.0], [0.0, 0.0, 0.0], [0.0, 0.0, 0.0], [0.0, 0.0, 0.0], [0.0, 0.0, 0.0], [0.0, 0.0, 0.0], [0.0, 0.0, 0.0], [0.0, 0.0, 0.0], [0.0, 0.0, 0.0], [0.0, 0.0, 0.0], [0.0, 0.0, 0.0], [0.0, 0.0, 0.0], [0.0, 0.0, 0.0], [0.0, 0.0, 0.0], [0.0, 0.0, 0.0], [0.0, 0.0, 0.0], [0.0, 0.0, 0.0], [0.0, 0.0, 0.0], [0.0, 0.0, 0.0], [0.0, 0.0, 0.0], [0.0, 0.0, 0.0], [0.0, 0.0, 0.0], [0.0, 0.0, 0.0], [0.0, 0.0, 0.0], [0.0, 0.0, 0.0], [0.0, 0.0, 0.0], [0.0, 0.0, 0.0], [0.0, 0.0, 0.0], [0.0, 0.0, 0.0], [0.0, 0.0, 0.0], [0.0, 0.0, 0.0], [0.0, 0.0, 0.0], [0.0, 0.0, 0.0], [0.0, 0.0, 0.0], [0.0, 0.0, 0.0], [0.0, 0.0, 0.0], [0.0, 0.0, 0.0], [0.0, 0.0, 0.0], [0.0, 0.0, 0.0], [0.0, 0.0, 0.0], [0.0, 0.0, 0.0], [0.0, 0.0, 0.0], [0.0, 0.0, 0.0], [0.0, 0.0, 0.0], [0.0, 0.0, 0.0], [0.0, 0.0, 0.0], [-0.1, 0.0, 0.0], [0.1, 0.0, 0.0], [-0.1, -0.1, -0.1], [0.0, 0.0, 0.0], [-0.1, -0.1, 0.0]], "homo_lumo_gap_ha": 0.223, "lumo_ev": 1.52, "total_charge": -1, "homo_ha": -0.1668}

Entry 2:
{"formula": "C2H3ClO2S", "method": "ωB97M-V/def2-TZVPD", "symbols": ["O", "S", "O", "C", "C", "Cl", "H", "H", "H"], "coordinates": [[-2.458, 0.176, -1.280], [-1.025, 0.331, -1.598], [-0.652, 0.949, -2.873], [0.103, 0.630, -0.258], [-0.096, -0.886, -0.742], [1.579, -1.958, -1.388], [0.050, 0.723, 0.879], [1.061, 1.095, -0.608], [-0.510, -1.732, -0.061]], "forces_ev_per_angstrom": [[2.6, 0.3, -0.3], [-2.7, 0.8, -0.8], [0.0, -1.4, 2.2], [1.4, -1.3, 1.2], [2.8, -2.3, 0.2], [-2.5, 2.0, 0.7], [-0.8, 0.3, -1.8], [-1.0, -0.5, 0.0], [0.2, 2.1, -1.4]], "homo_lumo_gap_ha": 0.376, "lumo_ev": -0.89, "total_charge": 0, "homo_ha": -0.4093}

Entry 3:
{"formula": "C7H16N7O", "method": "ωB97M-V/def2-TZVPD", "symbols": ["H", "N", "N", "C", "C", "C", "N", "O", "C", "C", "C", "N", "N", "C", "N", "N", "H", "H", "H", "H", "H", "H", "H", "H", "H", "H", "H", "H", "H", "H", "H"], "coordinates": [[3.185, 1.218, -2.055], [3.039, 0.542, -1.348], [1.853, 0.187, -1.212], [1.772, -0.830, -0.183], [1.799, -2.126, -1.115], [0.394, -0.564, 0.436], [-0.729, -0.914, -0.154], [-1.930, -0.649, 0.441], [-3.150, -1.242, -0.182], [0.309, 0.299, 1.707], [1.280, 0.152, 2.883], [0.332, 1.782, 1.343], [-0.316, 2.226, 0.417], [-1.085, 1.832, -0.591], [-2.447, 1.853, -0.538], [-0.426, 1.662, -1.748], [2.681, -1.015, 0.484], [1.304, -2.221, -2.086], [1.539, -3.027, -0.462], [2.830, -2.391, -1.365], [-4.035, -0.758, 0.215], [-3.196, -2.222, 0.017], [-2.995, -1.235, -1.232], [-0.656, 0.074, 2.149], [1.411, -0.856, 3.189], [0.931, 0.820, 3.701], [2.336, 0.574, 2.618], [-2.940, 1.501, -1.378], [-2.856, 2.465, 0.177], [0.486, 1.335, -1.443], [-0.719, 1.529, -2.686]], "forces_ev_per_angstrom": [[-0.4, 1.1, -1.4], [-0.4, -1.3, 1.4], [3.2, 1.5, 0.3], [-1.3, -2.6, -2.0], [0.4, -2.3, 1.8], [-2.2, 0.0, 1.4], [1.8, -1.1, -0.5], [-0.3, 0.4, 1.2], [2.2, 2.6, -0.3], [0.2, -0.2, -0.1], [2.1, 2.3, -1.1], [-0.4, -0.6, 0.6], [0.3, 1.1, 1.4], [-2.4, -0.6, -3.3], [1.3, 0.6, 0.0], [0.3, 0.2, 2.7], [-1.5, 1.2, -0.5], [-0.6, 0.8, 0.6], [-0.2, 1.2, -0.9], [0.2, 0.7, 0.2], [0.3, 0.5, -0.1], [0.0, -3.7, 1.4], [-0.3, 0.7, -1.2], [-0.6, 0.4, -0.3], [-0.1, -0.8, 0.4], [0.1, -0.7, -0.4], [-1.8, -0.8, 0.3], [0.3, 0.8, 1.1], [-0.2, -0.8, -0.7], [0.7, -0.4, -1.6], [-0.8, -0.1, -0.4]], "homo_lumo_gap_ha": 0.325, "lumo_ev": -4.07, "total_charge": 1, "homo_ha": -0.4751}

Entry 4:
{"formula": "C4H11NO2", "method": "ωB97M-V/def2-TZVPD", "symbols": ["N", "C", "C", "O", "C", "C", "O", "H", "H", "H", "H", "H", "H", "H", "H", "H", "H", "H"], "coordinates": [[0.360, 1.187, 1.056], [-0.302, -0.026, 0.537], [-1.809, 0.162, 0.489], [-2.334, 0.766, 1.643], [0.158, -0.486, -0.853], [1.587, -0.958, -0.876], [2.491, 0.151, -0.682], [1.216, 1.352, 0.528], [-0.184, 2.028, 0.890], [-0.011, -0.805, 1.258], [-2.021, 0.808, -0.366], [-2.275, -0.809, 0.288], [-2.733, 0.107, 2.214], [-0.498, -1.268, -1.182], [0.128, 0.343, -1.555], [1.767, -1.643, -0.057], [1.853, -1.471, -1.792], [2.609, 0.563, -1.541]], "forces_ev_per_angstrom": [[0.3, 0.4, -0.7], [0.5, 0.4, 0.3], [0.3, -0.4, -0.1], [-0.3, 0.3, 0.2], [0.5, 0.5, 0.5], [0.5, 0.4, 0.4], [-0.1, -0.4, -0.1], [0.0, -0.3, 0.3], [-0.4, -0.2, 0.1], [-0.4, -0.2, -0.2], [-0.2, 0.2, 0.0], [-0.1, 0.1, 0.0], [0.1, -0.1, 0.0], [-0.4, -0.5, -0.4], [-0.5, 0.2, -0.2], [0.1, -0.2, 0.2], [-0.1, -0.2, -0.3], [0.1, 0.1, 0.0]], "homo_lumo_gap_ha": 0.360, "lumo_ev": 0.87, "total_charge": 0, "homo_ha": -0.3280}

Entry 5:
{"formula": "C3H5P", "method": "ωB97M-V/def2-TZVPD", "symbols": ["P", "C", "C", "C", "H", "H", "H", "H", "H"], "coordinates": [[1.617, 0.094, -1.026], [0.154, 0.499, 0.398], [-0.854, -0.415, 0.942], [-1.401, 0.700, 0.424], [2.676, 0.268, -0.060], [1.248, 1.395, -1.521], [0.575, 1.129, 1.113], [-1.059, -1.197, 1.638], [-2.143, 1.239, 0.079]], "forces_ev_per_angstrom": [[-2.6, 0.2, 1.3], [0.0, -0.7, -1.3], [-2.0, 2.8, -0.6], [6.1, -5.8, 1.3], [-0.4, 0.7, -0.5], [1.1, -0.2, 0.2], [1.4, 1.0, 0.9], [0.1, -0.6, 0.0], [-3.6, 2.6, -1.4]], "homo_lumo_gap_ha": 0.357, "lumo_ev": 1.06, "total_charge": 0, "homo_ha": -0.3175}

Entry 6:
{"formula": "CH3O3P", "method": "ωB97M-V/def2-TZVPD", "symbols": ["C", "P", "O", "O", "O", "H", "H", "H"], "coordinates": [[0.986, 0.001, -0.044], [-0.997, -0.045, -0.016], [-1.356, -0.333, -1.458], [-1.340, -1.156, 0.959], [-1.454, 1.337, 0.557], [1.502, 0.127, -1.026], [1.254, 0.985, 0.499], [1.405, -0.914, 0.528]], "forces_ev_per_angstrom": [[0.4, 0.8, 1.2], [-0.1, 1.1, 0.9], [-0.1, 0.1, -0.7], [0.3, -0.7, 0.3], [0.8, -0.8, -0.9], [-0.6, -0.5, 0.3], [-0.2, -1.5, -0.3], [-0.5, 1.4, -0.9]], "homo_lumo_gap_ha": 0.237, "lumo_ev": 7.87, "total_charge": -2, "homo_ha": 0.0518}

Entry 7:
{"formula": "C2H7NO3", "method": "ωB97M-V/def2-TZVPD", "symbols": ["C", "C", "N", "O", "O", "O", "H", "H", "H", "H", "H", "H", "H"], "coordinates": [[0.282, -0.327, 0.185], [-1.161, 1.227, -0.263], [-0.026, -1.341, -0.704], [0.532, 0.923, -0.189], [-0.046, -0.592, 1.472], [2.077, -0.397, 0.505], [0.789, -0.253, 1.896], [2.590, -0.061, -0.242], [-0.421, -1.030, -1.578], [-0.228, -2.200, -0.210], [-1.876, 0.559, 0.215], [-1.366, 1.303, -1.328], [-1.147, 2.189, 0.241]], "forces_ev_per_angstrom": [[6.4, -2.1, 0.6], [2.0, 2.0, -0.6], [-0.4, 1.6, 0.9], [-7.0, 0.3, -0.7], [0.5, 0.6, -0.1], [-0.6, -1.2, 0.4], [-0.7, -0.4, 0.0], [-0.4, -0.1, 0.1], [0.0, -0.7, 0.0], [-0.4, 0.1, -0.7], [0.9, -0.4, 0.2], [0.1, 0.1, 0.1], [-0.3, 0.0, -0.2]], "homo_lumo_gap_ha": 0.354, "lumo_ev": 0.66, "total_charge": 0, "homo_ha": -0.3294}

Entry 8:
{"formula": "C2H3O2S2", "method": "ωB97M-V/def2-TZVPD", "symbols": ["C", "C", "O", "O", "S", "S", "H", "H", "H"], "coordinates": [[0.568, -0.615, 0.189], [-1.842, -0.202, -0.062], [1.510, 1.569, -1.017], [1.780, 1.254, 1.343], [1.056, -2.109, -0.057], [1.946, 0.615, 0.040], [-1.777, -1.126, 0.316], [-1.659, 0.779, 0.456], [-1.583, -0.164, -1.209]], "forces_ev_per_angstrom": [[-0.5, -0.7, -1.1], [2.6, 4.4, -3.7], [0.2, -0.8, -0.2], [0.5, 0.3, 1.4], [-0.6, -0.7, 0.2], [-0.5, 2.0, -0.7], [-0.3, -3.1, 1.9], [-0.6, -1.4, -0.3], [-0.8, 0.0, 2.3]], "homo_lumo_gap_ha": [0.259, 0.248], "lumo_ev": [3.09, 3.31], "total_charge": -1, "homo_ha": [-0.1451, -0.1265]}

E_tot in eV, matching the order above: -167865.954 -29571.448 -19983.747 -9910.809 -12476.168 -16517.199 -9816.885 -27884.720
ΔE to the lowest compared entry with this formula, charge and spin in kJ/mol, matching the order above: 176.6 315.2 284.2 138.2 238.4 0.0 393.3 497.8